Formula: C4H16NO2
Source: the OMol25 dataset
Level of theory: ωB97M-V/def2-TZVPD

Cartesian coordinates (Å):
C 0.33348 -1.79426 -2.46166
C 0.12447 -1.60525 -0.95356
N -0.92680 -0.61490 -0.48416
C -1.08525 0.61373 -1.38616
C -0.27768 1.74254 -0.76928
H 1.31066 -2.20907 -2.74317
H 0.26892 -1.00653 -3.21240
H -0.33934 -2.58084 -2.83555
H -0.12910 -2.62655 -0.57243
H 1.12187 -1.32117 -0.60886
H -0.55328 -0.18472 0.44889
H -1.82100 -1.12264 -0.37688
H -2.11960 0.90593 -1.46963
H -0.71396 0.35598 -2.39953
H 0.78673 1.81704 -1.12157
H -0.63179 2.71972 -1.02156
H -0.31162 1.67759 0.31030
H 2.94582 2.98645 4.78979
H 2.14342 1.74254 5.19025
O 2.15010 2.48832 4.58016
H -1.46692 -1.10156 2.27623
H -0.14264 -0.28383 2.79627
O -0.66648 -0.59851 2.02452

Summary:
Energy   -367.0700 a.u.
Relative energy (zero: lowest compared OMol25 entry of this formula, charge and spin)   1.1240 eV
Kohn-Sham gap (alpha / beta)   3.57 / 12.30 eV
M   110.177 Da
Maximum force   3.0 eV/Å
2S+1   2

Results of the Mulliken charge analysis, in e, for atoms 1 through 4: -1.19 -1.10 0.32 -0.79